No. 1
Entry from the Open Molecules 2025 dataset: C18H40IrOP2Si as an isolated structure in a non-equilibrium geometry (ωB97M-V/def2-TZVPD).

```
63
Properties=species:S:1:pos:R:3:forces:R:3:lowdin_spin:R:1
P 0.87577 -2.46114 -2.41967 0.3232 2.8097 -0.3407 0.31
P 0.01665 1.81253 -1.34091 1.7170 -0.2803 -0.2564 0.34
C 1.37323 0.44264 -3.08395 3.5402 0.3197 0.3511 0.62
C 1.48100 1.85234 -2.66609 -1.4265 -0.0129 -0.6431 0.17
H 0.62679 0.26915 -3.91651 1.0545 0.8352 -0.5562 0.07
H 2.28836 -0.19320 -3.22216 -0.9547 0.9951 0.0821 0.03
H 2.42856 2.25430 -2.27470 -0.4898 -0.6155 -0.2435 0.00
H 1.13505 2.54889 -3.46194 0.2473 -0.3379 0.8800 0.03
C -1.29427 2.90542 -1.97722 -0.4854 0.6308 0.6889 0.06
H -1.49756 3.76538 -1.34422 -0.0746 -0.0858 0.4306 0.01
H -2.22588 2.34008 -2.11063 0.2491 0.0233 0.4247 0.00
H -1.06336 3.34541 -2.93026 0.5390 0.1332 -0.3681 0.00
C 1.32517 2.49170 -0.23425 0.0858 1.1579 1.0265 0.04
H 1.57239 3.50446 -0.56442 -0.2554 0.1147 -0.2797 0.01
H 2.28243 1.95346 -0.37568 -0.9197 -0.1635 0.3017 0.00
H 1.10331 2.60837 0.81868 -0.1797 -0.2961 0.0659 0.00
C -0.45745 -3.63909 -2.54823 1.4602 -2.4466 0.6597 0.06
H -0.47242 -4.32876 -1.69265 -0.0725 0.1370 -0.0998 0.01
H -0.30769 -4.25232 -3.41890 -0.2119 -0.3445 -0.5320 0.00
H -1.38981 -3.12681 -2.61010 -0.5094 0.3980 0.1452 0.01
C 2.68154 -2.42412 -2.53271 1.7063 -1.4866 -1.3248 0.05
H 3.10251 -1.49581 -2.06043 -0.9052 -0.9598 -0.2032 0.00
H 2.95497 -2.38853 -3.62014 0.1006 -0.2297 0.9231 0.00
H 3.20268 -3.30703 -2.06095 -0.5874 0.7854 -0.5038 0.01
Ir -0.54821 -0.58216 -3.04284 0.5235 2.5226 1.9221 1.65
C 0.12259 1.48315 -5.27390 1.6773 0.2332 -1.5472 0.34
C -1.13880 1.33198 -4.78687 -0.4821 0.6211 0.9593 0.14
C -2.17585 0.85732 -5.69069 -2.2644 -1.3763 0.1790 0.03
C -2.12236 -0.67358 -5.85660 0.6063 -0.2914 0.1516 0.03
C -1.23899 -1.32220 -4.72314 -1.8432 -0.6858 -4.3152 0.14
C 0.13261 -1.52912 -4.98405 -1.4693 -1.7875 0.0331 0.03
C 0.90993 -0.90841 -6.11439 -0.9685 0.9419 1.1574 0.01
C 0.69665 0.59737 -6.36088 -0.5747 0.9933 -0.5410 0.04
C 0.77254 -1.84412 -0.81832 -1.3737 -0.5308 2.4188 0.07
H 0.81640 2.31330 -5.06605 -0.8007 -0.5545 0.3469 0.01
H -1.52161 1.84779 -3.92597 0.3836 0.5277 -0.1946 0.01
H -2.08484 1.38112 -6.63042 0.0511 -0.0010 -0.4628 0.01
H -3.19182 1.08198 -5.32210 0.5764 0.2866 0.1235 0.00
H -3.12079 -1.14874 -5.81236 0.5190 0.4098 -0.2093 0.00
H -1.68200 -0.84097 -6.86206 -0.2257 -0.6049 0.7141 0.00
H -1.81401 -1.90701 -4.00568 -0.4250 -1.1673 -0.6879 0.03
H 0.55579 -2.44596 -4.56611 0.0228 0.3498 -0.9421 0.01
H 0.66781 -1.40067 -7.03506 -0.2910 -0.6565 -0.3979 0.00
H 1.93332 -1.08481 -5.93910 1.3366 -0.2615 0.2150 0.00
H 1.64591 1.05718 -6.62468 0.0500 -0.2171 -0.2536 0.00
H 0.04257 0.69414 -7.24331 0.1592 0.1094 0.1426 0.02
H 1.31087 -0.94950 -0.45205 -0.2591 -0.7174 -0.7045 0.01
H 1.21998 -2.76704 -0.44775 0.1907 -0.0022 1.5618 0.02
H -0.29438 -1.83354 -0.48989 1.0116 0.0624 0.0898 0.00
C 0.87890 -0.04522 1.76590 0.8073 -0.3143 -0.0538 0.00
Si -0.88840 0.25203 1.39181 0.2542 0.2051 4.0304 0.04
C -1.73969 -0.77656 2.73940 0.7627 -0.4234 0.2870 0.04
C -1.18982 1.87726 2.22008 -0.7940 1.2886 -0.2027 0.00
O -1.18333 0.06937 -0.15392 -0.9576 0.4682 -3.3472 0.46
H 0.98981 0.23297 2.80717 0.2339 0.0772 0.2708 0.00
H 1.56429 0.56203 1.18005 0.1644 -0.0846 0.1168 0.00
H 1.18367 -1.08213 1.67665 0.0934 -0.2213 0.1183 0.00
H -1.34334 -0.30568 3.67182 -0.1655 -0.2604 -0.7536 0.00
H -2.80615 -0.70480 2.82565 -0.6289 -0.0732 -0.1847 0.00
H -1.41518 -1.81474 2.82369 -0.2530 -0.1510 -0.2725 0.00
H -0.38136 2.59809 2.09369 -0.1424 0.1792 0.0187 0.00
H -2.13789 2.35837 1.89917 0.4582 -0.1030 0.1975 0.00
H -1.28441 1.69990 3.30737 0.0856 0.1283 -0.6118 0.00
```
Positions in Å, forces in eV/Å.

The multiplicity is 6. The expectation value of S² is 8.797. As for the HOMO-LUMO gap (spin up / spin down): 6.11 / 5.35 eV. The net charge is +2. The energy above the lowest of the compared OMol25 structures with the same formula, charge and spin comes out at 187.93 kcal/mol. The largest force on an atom is 4.7 eV/Å.

No. 2
Entry from the Open Molecules 2025 dataset: a 2-piece molecular cluster, C3H7N overall in a non-equilibrium geometry (ωB97M-V/def2-TZVPD).

```
11
Properties=species:S:1:pos:R:3:forces:R:3:lowdin_charge:R:1
C 0.41794 4.48990 -1.58782 -0.9696 -0.0158 1.1210 -0.10
C 1.45376 3.66676 -1.74953 -1.0181 0.9649 0.6240 -0.09
H -0.49339 4.52187 -2.21380 0.8206 -0.1626 0.1143 0.05
H 0.29252 5.05350 -0.62354 0.4692 -0.2159 -1.2161 0.06
H 1.45529 2.93977 -2.53592 0.4552 -0.1221 -0.3684 0.04
H 2.22025 3.73053 -0.98708 0.2427 -0.4488 -0.2747 0.04
C -1.27950 -5.13323 1.71851 0.9128 0.5907 -0.5205 -0.17
N -0.69441 -4.83151 2.79585 0.1995 1.3254 0.2472 0.00
H -1.50805 -6.14556 1.46397 -0.3325 -0.8902 0.4829 0.04
H -1.43928 -4.49224 0.85356 -0.1435 0.6371 0.1595 0.06
H -0.42514 -3.79979 2.86580 -0.6363 -1.6627 -0.3691 0.07
```
Positions in Å, forces in eV/Å.

As for the HOMO-LUMO gap: 11.38 eV. The SMILES is C=C.C=N. The energy above the lowest of the compared OMol25 structures with the same formula, charge and spin comes out at 39.54 kcal/mol. The largest force on an atom is 1.8 eV/Å.

- Which of these has the lowest energy above the lowest of the compared OMol25 structures with the same formula, charge and spin?
  C3H7N

- Which of these has the highest energy above the lowest of the compared OMol25 structures with the same formula, charge and spin?
  C18H40IrOP2Si

- The lowest energy above the lowest of the compared OMol25 structures with the same formula, charge and spin belongs to which entry?
  C3H7N